1.
# CH6N3OS

An isolated ion of composition CH6N3OS and charge +1 in a non-equilibrium geometry (ωB97M-V/def2-TZVPD, the Open Molecules 2025 dataset).

XYZ file:
```
12
CH6N3OS, DFT ωB97M-V/def2-TZVPD
S 0.637 1.588 -2.070
O 1.164 0.158 -1.307
N -0.415 -1.032 1.665
N -1.267 -0.268 -0.385
N 1.004 0.059 0.053
C -0.208 -0.375 0.500
H 1.634 0.626 0.511
H 1.713 2.320 -1.707
H -2.174 -0.757 -0.181
H 0.285 -1.234 2.291
H -1.273 -1.379 1.782
H -1.099 0.295 -1.151
```

## Properties
- Charge: +1
- SMILES: NC(N)=[NH+]OS
- E_LUMO: -3.7 eV
- Energy above the lowest of the compared OMol25 structures with the same formula, charge and spin: 46.7 kcal/mol
- Orbital gap: 10.47 eV
- E_tot: -18478.314 eV


2.
# C36H48BN8O3PtS3

C36H48BN8O3PtS3 as an isolated structure (ωB97M-V/def2-TZVPD, the Open Molecules 2025 dataset).

XYZ file:
```
100
C36H48BN8O3PtS3, DFT ωB97M-V/def2-TZVPD
Pt -0.010 -0.319 -0.091
S 0.913 -2.521 0.732
S -2.296 -0.750 -0.266
S -1.052 -5.335 -1.541
O -0.784 -5.419 -2.958
O -0.275 -0.793 -2.322
O -2.413 -5.595 -1.138
N 0.787 1.016 2.602
N -1.304 -1.519 -2.598
N 2.246 0.141 -0.142
N -0.045 -0.005 2.263
N 0.553 2.652 0.649
N -0.210 2.074 -0.323
N 2.564 1.084 0.788
N -0.626 -3.821 -1.005
C 3.401 -0.364 -0.600
C 4.746 -0.970 -2.584
C 1.837 -5.745 1.048
C -3.244 3.151 -1.537
C -2.376 -1.581 -1.743
C 2.082 -7.098 1.094
C 0.390 -3.940 -0.067
C 4.593 2.134 1.828
C -1.286 -2.234 -3.746
C 0.126 -6.202 -0.590
C -3.474 -2.375 -2.096
C -3.455 -3.118 -3.247
C -1.827 3.010 -2.108
C -1.360 -1.775 3.656
C -0.841 3.072 -0.957
C 0.922 1.087 3.939
C -1.746 1.746 -2.942
C 1.364 -8.016 0.306
C 0.834 -5.262 0.184
C 2.429 -1.786 -2.493
C 3.635 -1.448 -1.636
C 0.372 -7.561 -0.546
C -0.439 -0.587 3.407
C 1.073 4.925 1.582
C 4.113 -2.716 -0.910
C 4.465 0.279 0.047
C -2.181 -2.268 2.474
C -2.335 -3.044 -4.080
C 1.749 2.101 4.655
C 0.164 0.081 4.484
C 3.900 1.186 0.910
C -0.495 4.293 -0.358
C -2.362 -1.378 4.753
C -1.545 4.190 -3.053
C -0.492 -2.936 4.174
C 0.390 3.988 0.644
B 1.515 1.893 1.570
H 2.408 -5.058 1.661
H 2.113 2.712 2.193
H -4.301 -2.419 -1.403
H -2.042 0.877 -2.366
H -2.687 -3.191 2.762
H -1.866 -1.107 5.684
H 1.643 1.946 5.728
H -1.675 5.154 -2.562
H 1.588 -9.071 0.368
H 2.111 -0.925 -3.080
H -1.125 -3.793 4.412
H 4.451 -0.051 -3.092
H -0.527 4.141 -3.440
H -2.970 -0.530 4.434
H -4.274 -3.779 -3.488
H -3.027 -2.219 4.960
H -3.352 4.077 -0.972
H 5.685 -0.784 -2.065
H 4.342 3.171 1.602
H -3.977 3.155 -2.347
H 2.805 2.017 4.404
H 2.708 -2.588 -3.182
H 2.156 4.898 1.464
H 3.337 -3.100 -0.245
H -2.437 1.832 -3.785
H 5.517 0.109 -0.099
H 0.232 -3.244 3.418
H -0.371 -2.139 -4.308
H -2.957 -1.549 2.209
H -0.199 -8.243 -1.162
H -0.742 1.583 -3.330
H 0.056 -2.654 5.073
H -1.579 -2.487 1.597
H 1.581 -2.131 -1.911
H 1.434 3.118 4.424
H 5.006 -2.523 -0.312
H 0.050 -0.133 5.532
H 0.733 5.939 1.380
H 2.855 -7.468 1.756
H -3.477 2.319 -0.869
H 4.930 -1.736 -3.341
H -0.840 5.276 -0.625
H -2.236 4.153 -3.898
H -2.257 -3.647 -4.972
H 5.669 2.010 1.717
H 0.848 4.691 2.622
H 4.337 1.950 2.870
H 4.348 -3.495 -1.638
```

## Properties
- Charge: 0
- E_LUMO (alpha / beta): 0.1 / -2.9 eV
- Energy above the lowest of the compared OMol25 structures with the same formula, charge and spin: 0.0 kcal/mol
- Orbital gap (alpha / beta): 5.63 / 5.39 eV
- E_tot: -92600.893 eV
- Expectation value of S²: 8.826
- Multiplicity: 6


3.
# C20H24N2O2S2

One molecule with the formula C20H24N2O2S2 in a non-equilibrium geometry (ωB97M-V/def2-TZVPD, the Open Molecules 2025 dataset).

XYZ file:
```
50
C20H24N2O2S2, DFT ωB97M-V/def2-TZVPD
S 2.314 0.861 2.381
S -0.444 0.293 1.369
O 0.808 0.093 -1.646
O -0.225 3.095 -1.210
N 2.726 -0.858 -0.950
N 1.075 2.116 0.395
C -3.429 -0.687 0.635
C -4.582 0.562 -1.057
C -5.701 -0.222 -0.875
C -5.706 -1.250 0.062
C 4.051 -3.612 -0.751
C 1.078 1.161 1.352
C -0.083 2.245 -0.363
C 2.840 1.382 -1.832
C -2.291 1.208 -0.539
C 3.344 2.126 -0.591
C 2.703 -3.275 -1.400
C 2.556 -2.512 0.862
C 3.948 -3.140 0.713
C -6.923 -2.092 0.279
C -4.551 -1.469 0.809
C 2.236 2.926 0.099
C 2.143 -2.124 -0.558
C -3.419 0.350 -0.304
C 2.013 0.153 -1.477
C -1.087 1.264 0.065
H 4.722 -2.405 0.936
H -7.600 -2.027 -0.568
H 3.692 1.066 -2.438
H 3.723 -0.767 -0.840
H -4.596 1.355 -1.791
H 4.260 -4.678 -0.815
H 3.774 1.421 0.123
H -2.550 -0.886 1.228
H -6.649 -3.134 0.436
H 1.879 3.725 -0.555
H -7.455 -1.751 1.168
H 2.024 -4.124 -1.329
H -4.537 -2.266 1.538
H 4.078 -3.966 1.409
H 2.800 -3.001 -2.450
H 4.125 2.831 -0.880
H 4.861 -3.092 -1.265
H -6.586 -0.037 -1.467
H 2.558 -1.658 1.537
H 2.213 2.045 -2.431
H -2.414 1.943 -1.328
H 2.614 3.350 1.034
H 1.846 -3.244 1.245
H 1.063 -2.007 -0.674
```

## Properties
- Charge: 0
- SMILES: Cc1ccc(/C=C2\SC(=S)N(CCCC(=O)NC3CCCC3)C2=O)cc1
- E_LUMO: -0.5 eV
- Energy above the lowest of the compared OMol25 structures with the same formula, charge and spin: 1.1 kcal/mol
- Orbital gap: 7.54 eV
- E_tot: -49876.875 eV


4.
# C3H8

One molecule with the formula C3H8 in a non-equilibrium geometry (ωB97M-V/def2-TZVPD, the Open Molecules 2025 dataset).

XYZ file:
```
11
C3H8, DFT ωB97M-V/def2-TZVPD
C 0.274 0.180 1.246
C -0.438 0.457 -0.085
C 0.028 -0.430 -1.244
H 1.117 -0.530 -1.298
H 0.703 -0.868 1.258
H -0.262 1.418 -0.250
H -0.277 -1.443 -0.813
H 1.155 0.897 1.288
H -0.422 0.475 2.103
H -1.469 0.197 -0.074
H -0.408 -0.353 -2.132
```

## Properties
- Charge: 0
- SMILES: CCC
- E_LUMO: 1.3 eV
- Energy above the lowest of the compared OMol25 structures with the same formula, charge and spin: 21.9 kcal/mol
- Orbital gap: 12.63 eV
- E_tot: -3239.803 eV


Look up the E_tot of the second one. -92600.893 eV